[1]
Below is a cluster of 2 separate species, C4H11NO2S in total at a distorted geometry, with properties calculated with the ωB97M-V functional and the def2-TZVPD basis.

```
19
Properties=species:S:1:pos:R:3:forces:R:3:lowdin_charge:R:1
C 1.649 -0.847 1.599 -0.55 -1.65 -1.17 -0.142
N 0.828 0.370 1.490 -0.04 -0.57 2.08 -0.103
C -0.014 0.454 0.325 -0.31 0.04 -0.26 -0.391
C -1.140 1.511 0.313 0.08 -0.71 -0.55 -0.223
O -2.101 1.530 1.035 0.47 0.55 -0.04 0.031
C -0.740 -0.909 -0.068 -1.16 0.46 -0.37 -0.464
S -1.708 -1.551 1.385 0.83 -0.48 -0.37 0.712
H 2.682 -0.818 1.284 0.46 0.96 -0.08 0.061
H 1.616 -1.083 2.646 0.32 -0.61 0.39 0.069
H 1.317 -1.781 0.991 -0.11 1.54 1.24 0.089
H 0.372 0.394 2.438 -0.19 0.37 -1.99 0.122
H 0.672 0.889 -0.419 -0.26 -0.92 -0.54 0.126
H -1.058 2.134 -0.626 -0.34 0.06 0.73 0.131
H -1.539 -0.846 -0.854 0.99 0.59 0.45 0.079
H -0.062 -1.678 -0.462 -0.14 0.23 0.52 0.060
H -2.541 -0.515 1.468 -0.06 0.11 -0.06 -0.155
O 0.558 0.532 -4.199 0.01 0.03 0.15 -0.064
H 0.361 1.157 -4.905 0.06 0.00 0.17 0.035
H 0.846 1.057 -3.441 -0.07 -0.03 -0.30 0.025
```
Positions in Å, forces in eV/Å.

Values from the calculation:
E_tot   -762.36107 Ha
HOMO level   -9.0453 eV
HOMO-LUMO gap   9.5 eV
Max |F|   2.16 eV Å⁻¹
Spin multiplicity   1
E_LUMO   0.47 eV
SMILES   CN[C@H](C=O)CS.O
Energy relative to the best compared isomer or geometry (same formula, charge and spin)   231.8 kJ/mol

[2]
Below is a cluster of 2 separate species, C4H11NO2S in total at a distorted geometry, with properties calculated with the ωB97M-V functional and the def2-TZVPD basis.

```
19
Properties=species:S:1:pos:R:3:forces:R:3:lowdin_charge:R:1
C -0.217 1.807 -0.876 3.58 -0.65 0.02 -0.056
C -2.026 2.454 0.748 0.09 -2.98 2.47 -0.030
C 1.117 -3.413 -0.561 0.38 2.21 -3.50 -0.182
C -0.894 1.485 0.413 -1.08 0.19 -0.38 -0.446
N -0.680 0.381 1.006 -0.22 0.05 0.20 0.114
O 1.597 -1.111 0.859 5.11 -3.29 -0.21 -0.291
O 3.401 -1.891 -0.556 2.60 -0.72 0.04 -0.475
S 2.002 -1.676 -0.625 -3.51 -0.29 0.20 0.811
H -0.652 2.584 -1.439 -0.56 1.27 -0.17 0.045
H -0.214 0.977 -1.591 0.09 -0.29 0.51 0.079
H 0.921 2.068 -0.708 -2.16 -0.45 -0.28 0.134
H -2.351 2.917 -0.121 -1.31 0.25 -1.79 0.038
H -1.729 3.320 1.322 0.28 -0.16 0.86 0.078
H -2.758 1.717 1.292 0.69 2.23 -0.93 0.120
H 0.439 -3.431 0.228 -1.49 0.13 1.09 0.001
H 0.665 -3.555 -1.643 0.70 0.24 2.37 0.082
H 1.872 -4.111 -0.390 1.36 -1.17 0.16 0.004
H 0.809 -0.693 0.836 -4.96 2.83 -0.17 -0.110
H -1.304 0.172 1.806 0.42 0.60 -0.49 0.084
```
Positions in Å, forces in eV/Å.

Values from the calculation:
E_tot   -762.34864 Ha
HOMO level   -8.6550 eV
HOMO-LUMO gap   9.3 eV
Max |F|   6.08 eV Å⁻¹
Spin multiplicity   1
E_LUMO   0.63 eV
Energy relative to the best compared isomer or geometry (same formula, charge and spin)   264.4 kJ/mol

[3]
Below is a structure of composition C4H11NO3 at a distorted geometry, with properties calculated with the ωB97M-V functional and the def2-TZVPD basis.

```
19
Properties=species:S:1:pos:R:3:forces:R:3:mulliken_spin:R:1
C -0.830 0.057 -0.647 1.12 -0.94 -1.56 0.000
O -1.129 1.164 -1.422 0.26 0.49 1.06 0.000
C 0.004 0.325 0.628 0.55 1.85 -0.69 0.015
C 0.703 -0.881 1.288 0.35 0.55 -0.76 0.159
C 2.015 -1.560 0.508 -0.31 2.61 0.27 0.012
O 2.198 -2.690 1.142 0.51 0.03 0.42 0.738
N 0.934 1.488 0.279 -0.97 -1.54 1.49 0.005
H -0.149 -0.479 -1.380 -0.39 -0.76 1.15 0.000
H -1.681 -0.585 -0.352 -0.07 0.13 -0.33 0.000
H -0.668 0.729 1.414 0.10 -0.33 -0.17 0.022
H -0.023 -1.671 1.433 -0.07 -0.13 0.33 -0.002
H 1.196 -0.526 2.200 -0.56 -0.43 0.11 0.001
H 1.885 -1.668 -0.570 -0.29 0.20 -0.12 -0.005
H 2.687 -0.607 0.748 -0.30 -2.10 -0.39 0.057
H 1.843 1.075 0.170 0.35 0.34 -0.70 -0.001
H 0.507 1.856 -0.571 0.42 0.04 -0.26 0.000
H -3.794 1.199 -1.130 -0.26 0.10 -0.08 0.000
H -2.224 1.288 -1.746 -1.00 0.23 0.01 0.000
O -3.472 1.485 -1.993 0.57 -0.32 0.21 0.000
```
Positions in Å, forces in eV/Å.

Values from the calculation:
Charge   -1
E_tot   -439.38777 Ha
HOMO level (alpha / beta)   -4.0848 / -4.0834 eV
HOMO-LUMO gap (alpha / beta)   7.5 / 5.2 eV
Max |F|   2.64 eV Å⁻¹
Spin multiplicity   2
E_LUMO (alpha / beta)   3.43 / 1.14 eV
Energy relative to the best compared isomer or geometry (same formula, charge and spin)   163.8 kJ/mol

[4]
Below is a cluster of 2 separate species, C4H11NO3 in total at a distorted geometry, with properties calculated with the ωB97M-V functional and the def2-TZVPD basis.

```
19
Properties=species:S:1:pos:R:3:forces:R:3:lowdin_charge:R:1
C -1.257 -0.059 0.100 -2.48 0.28 2.63 -0.331
C -0.502 -0.464 -1.042 2.95 0.43 -2.53 -0.239
C 0.680 0.555 -1.476 0.60 -6.41 0.68 -0.352
O 1.487 -0.270 -2.277 1.39 0.35 -0.85 -0.425
N -0.534 0.038 1.401 -2.24 -1.94 -0.04 -0.065
C -1.341 0.783 2.462 1.42 -1.47 0.31 -0.666
O -1.791 1.897 2.068 -1.68 2.64 -0.59 -0.323
H -2.117 -0.860 0.157 1.01 1.52 0.64 0.117
H -1.704 0.943 -0.134 -0.14 -0.72 0.33 0.103
H 0.076 -1.414 -0.973 -0.37 0.61 0.52 0.087
H -1.147 -0.675 -1.909 -0.04 0.46 0.01 0.091
H 0.508 1.367 -2.048 -1.56 3.33 -1.22 0.040
H 1.283 0.695 -0.608 -0.01 1.19 1.26 0.071
H 0.354 0.438 1.335 1.36 0.92 -0.57 0.029
H -0.530 1.000 3.330 -1.02 -1.36 -0.58 0.071
H -2.180 -0.017 2.729 1.10 0.68 0.34 0.068
H 2.489 -1.012 -1.419 -1.37 -2.09 -0.29 0.031
H 1.889 -2.538 -0.997 0.88 1.20 -0.20 -0.023
O 2.721 -2.013 -0.983 0.21 0.37 0.14 -0.284
```
Positions in Å, forces in eV/Å.

Values from the calculation:
Charge   -2
E_tot   -439.31536 Ha
HOMO level   0.2015 eV
HOMO-LUMO gap   6.9 eV
Max |F|   6.47 eV Å⁻¹
Spin multiplicity   1
E_LUMO   7.08 eV
Energy relative to the best compared isomer or geometry (same formula, charge and spin)   214.2 kJ/mol